ORCA calculation (wB97M-V/def2-TZVPD) on a molecular structure, C43H45BClF4MnN2O2.

Calculated values
Kohn-Sham gap (alpha / beta) = 4.107 / 4.402 eV
2S+1 = 5
Calculated total energy = -107789.108 eV
Expectation value of S² = 6.32
Net charge = -2
LUMO level (alpha / beta) = 4.068 / 4.067 eV

Geometry as XYZ:
```
99
Properties=species:S:1:pos:R:3:forces:R:3:mulliken_charge:R:1
H -2.312 1.966 -1.648 0.1 -0.1 0.0 0.05
C 2.211 5.021 0.160 0.2 0.4 -1.5 -1.03
C -3.538 -0.462 -1.011 -0.4 -0.1 -1.1 -1.81
H -1.789 3.634 1.834 0.0 0.0 0.0 0.44
H 3.675 -0.932 3.566 0.0 0.1 0.0 0.27
H -4.521 -0.073 -0.724 0.2 0.0 -0.1 0.85
C -3.137 0.073 -2.389 0.0 -0.2 0.1 0.59
H 2.808 -3.340 -1.391 0.0 0.0 0.0 0.43
C 1.935 1.161 2.892 -0.1 0.3 0.3 0.62
N 0.221 0.822 1.193 0.5 0.6 0.5 1.58
C 0.092 -2.112 -4.286 0.0 0.4 0.7 -0.46
C 1.306 2.144 5.036 0.0 -0.1 -0.2 -1.38
C -1.144 -1.974 -4.901 0.0 0.1 0.2 -1.45
H 5.018 0.866 1.264 -0.1 0.0 0.0 0.42
H -2.271 -0.178 3.838 0.0 0.2 -0.1 0.32
C 2.285 5.188 -1.236 0.3 0.5 1.8 -0.94
C -1.931 -0.637 -3.011 -0.2 -0.3 -0.7 0.71
C 1.646 3.873 0.745 -0.4 -0.9 -0.6 -0.05
H 1.050 -3.452 -1.227 0.3 0.1 -0.3 0.17
H -2.113 -0.174 2.080 -0.1 3.0 3.8 1.05
O -1.126 -2.230 -0.120 0.3 -4.0 -1.0 0.92
F -2.785 -1.077 1.300 -5.6 -5.7 -0.7 0.37
H 4.031 -1.425 1.904 0.0 0.0 0.0 0.41
H -3.378 2.854 1.835 0.0 -0.1 0.1 0.47
H 0.119 -2.611 3.578 0.0 0.1 0.1 0.04
C 0.589 1.282 2.418 0.4 0.2 1.9 -1.21
C -2.496 0.395 2.932 1.1 2.4 1.3 -1.54
C 3.292 -0.926 2.540 -0.1 -0.2 0.0 -1.41
H -0.761 2.606 5.291 -0.1 0.0 -0.1 0.33
B -4.069 -1.517 1.821 -2.1 -1.1 0.5 -0.21
H 2.172 5.058 -4.037 0.0 0.0 0.0 0.34
H -2.393 2.279 3.874 0.3 0.1 0.1 0.65
C 0.642 2.021 -3.561 0.0 -0.2 1.3 0.08
H 1.826 -3.896 -2.754 0.0 0.1 0.0 0.29
H 1.180 3.163 -5.296 0.1 0.1 0.0 0.42
C -0.012 2.220 4.608 0.1 -0.4 -0.8 -0.90
F -5.124 -0.670 1.289 1.4 -1.1 1.0 -0.42
H 4.138 2.340 1.691 0.0 -0.1 0.0 0.40
Cl 0.280 -7.505 1.977 0.2 -0.7 0.3 -0.30
H -1.252 -4.456 -1.466 0.1 0.1 0.2 0.43
C 1.195 3.139 -4.212 0.7 1.3 0.5 -1.03
C -0.907 -4.549 -0.436 -0.1 -1.7 -0.5 -0.15
C 2.265 1.602 4.192 -0.3 -0.2 -0.7 -0.28
C -2.298 2.665 1.816 -0.1 0.6 0.1 -0.61
C 4.326 1.305 1.992 0.0 0.1 0.0 -1.77
C -0.025 -4.833 2.179 -0.2 -0.3 -0.8 -1.02
H 3.280 1.501 4.556 0.1 0.0 -0.1 0.28
C -1.898 1.804 3.015 0.0 0.0 0.2 0.48
H 0.202 1.193 -4.098 0.0 0.0 -0.2 0.60
H 0.319 -4.934 3.202 0.0 0.0 0.0 0.42
H 1.577 2.474 6.030 0.0 0.0 0.1 0.33
C 3.022 0.496 2.040 0.0 0.2 0.1 1.50
C -3.021 1.598 -2.392 0.1 0.2 0.0 -1.52
C 1.776 4.194 -2.092 0.0 0.0 0.0 1.18
H -3.585 0.445 2.830 0.5 0.6 0.0 0.94
H 4.841 1.322 2.957 -0.1 0.0 0.0 0.30
H 2.788 -0.328 -3.668 0.0 -0.1 0.1 0.40
H -3.991 2.052 -2.157 0.0 -0.1 0.0 0.48
H -2.709 1.970 -3.374 0.0 0.0 0.1 0.41
N -0.412 -0.162 -1.179 0.4 0.6 -1.0 1.31
H -2.838 -0.167 -0.226 -1.2 0.3 -1.5 0.47
C -0.574 -5.817 0.054 -0.5 1.5 -0.7 -0.83
H 2.597 5.796 0.815 0.0 0.1 -0.1 0.40
H 1.572 3.739 1.815 0.1 0.2 0.1 0.74
C -0.239 -2.400 2.558 -0.3 -1.1 -1.0 -0.66
O -0.507 -1.256 2.217 2.3 -2.9 4.0 -0.34
H 3.843 -1.431 -2.772 -0.1 0.0 0.0 0.42
H 2.700 0.406 0.999 -0.4 0.1 0.1 -0.38
C -0.646 -0.720 -2.396 -0.5 -1.2 -1.6 -0.81
H -2.087 2.181 0.861 0.1 0.4 0.2 0.53
H 2.376 -1.527 2.523 0.1 0.1 0.0 0.25
C 1.167 2.888 -0.110 -0.5 -1.0 2.0 0.04
F -4.307 -2.895 1.424 0.5 1.9 0.5 -0.38
C -2.144 -1.249 -4.266 0.4 0.2 0.7 -1.22
C 0.361 -1.504 -3.042 -0.2 0.1 -0.3 0.80
C 0.517 1.530 0.099 1.8 2.6 -0.5 0.20
C -0.366 -3.574 1.662 0.5 0.9 1.9 1.37
C 0.678 2.005 -2.171 -1.0 -1.8 -0.5 -0.17
C 1.859 -3.190 -1.917 -0.1 0.0 0.2 -1.30
H -0.665 -6.679 -0.598 0.0 0.0 0.1 0.42
C -0.397 1.778 3.323 0.0 0.3 0.7 0.29
C 1.237 3.085 -1.489 0.1 0.2 -0.2 -0.87
H -3.114 -1.169 -4.745 -0.1 0.1 0.1 0.34
H 1.843 -1.115 -1.494 -0.4 0.1 -0.1 -0.60
H -4.001 -0.149 -3.032 0.3 -0.1 -0.2 0.59
C 1.758 4.214 -3.498 -0.5 -1.0 -1.6 -1.04
C -0.819 -3.377 0.340 -0.4 0.3 -0.2 -1.22
F -4.059 -1.425 3.272 -0.5 -1.2 -1.9 -0.37
C -0.133 -5.949 1.363 0.1 0.9 0.7 0.13
C 0.213 1.018 -1.111 1.1 1.7 -2.1 0.39
H -2.033 0.920 0.275 1.2 -1.3 0.3 -1.76
C 1.727 -1.737 -2.385 0.0 0.0 -0.2 1.58
Mn -1.124 -0.509 0.624 0.2 4.7 -3.5 -0.46
H 2.727 6.087 -1.647 0.0 0.0 0.0 0.35
H -1.335 -2.446 -5.857 0.0 0.0 -0.1 0.33
C 2.891 -1.357 -3.309 0.0 0.1 -0.1 -1.84
H 0.854 -2.710 -4.771 0.1 0.0 0.0 0.29
H 2.959 -2.013 -4.183 -0.1 0.0 0.0 0.31
H -3.600 -1.556 -1.016 0.0 0.1 0.0 0.18
```
Forces are in eV/Å.



ORCA calculation (wB97M-V/def2-TZVPD) on a molecular structure, C43H45N5O2Ti.

Calculated values
Kohn-Sham gap (alpha / beta) = 5.582 / 5.724 eV
ΔE to the lowest compared entry with this formula, charge and spin = 43.88 kcal per mole
Calculated total energy = -79986.157 eV
Net charge = 0
LUMO level (alpha / beta) = -1.111 / -1.248 eV

Geometry as XYZ:
```
96
Properties=species:S:1:pos:R:3:forces:R:3:mulliken_charge:R:1
H -2.234 4.659 2.210 -0.2 0.0 0.0 0.48
N -0.310 0.975 -1.474 -0.7 -0.1 -0.7 1.14
C 1.840 0.807 1.909 1.1 -1.0 0.2 0.75
C -1.200 4.412 2.022 0.0 0.0 0.1 -0.83
H 2.351 -4.139 -2.899 -0.1 -0.1 0.0 0.50
H -0.502 6.403 2.410 -0.1 0.1 0.0 0.42
H -1.568 5.325 -1.983 -0.1 0.1 0.0 0.43
H 1.620 -4.213 4.030 0.1 -0.1 0.0 0.44
H 0.072 -2.305 -2.358 -0.1 -0.1 0.1 0.27
C -2.520 -1.423 0.387 0.6 -0.1 -1.0 0.72
H -1.609 0.494 4.488 -0.1 0.1 0.0 0.34
C 0.979 -1.128 5.195 0.0 -0.1 0.1 -0.26
H -2.878 2.602 1.194 0.1 -0.2 -0.2 0.83
H -4.798 -2.415 -1.899 -0.1 0.0 0.0 0.45
C -1.034 0.311 -2.414 0.5 0.7 -1.2 0.45
H -2.667 1.932 -1.185 -0.1 0.1 0.0 -0.07
H 5.097 0.520 -1.169 0.0 0.1 0.0 0.52
C -3.917 -1.954 -1.484 0.5 0.3 0.3 -0.86
C 2.364 1.716 -2.191 -0.1 -0.1 0.1 -1.30
C -2.037 -1.496 1.798 0.1 -0.1 1.4 -0.45
C 1.067 5.091 1.780 -0.1 -0.1 0.1 -0.69
C 4.671 -0.055 -0.347 0.0 0.1 0.0 -1.55
H -4.378 -2.454 0.566 0.0 0.0 0.2 0.61
H 3.566 3.770 1.796 0.1 -0.1 0.1 0.44
H 0.072 -2.472 -0.587 0.1 -0.3 -0.2 -0.86
C 3.311 -1.252 2.049 -0.3 0.0 0.1 -2.28
H 2.202 -2.731 5.924 0.0 0.0 0.1 0.39
H -2.239 1.637 2.516 0.1 -0.1 -0.1 0.37
C -1.888 -0.719 -1.758 -0.7 -0.3 0.9 0.03
H -1.681 1.302 0.861 -0.8 0.5 0.3 0.74
C -0.059 -1.438 3.036 0.3 -0.4 0.9 -0.64
H 1.151 -0.505 6.062 0.0 0.1 0.0 0.41
C 0.152 -0.655 4.185 -0.1 0.0 -0.2 0.68
H -0.175 1.142 5.291 0.0 0.1 0.0 0.47
C -1.982 2.101 1.561 0.2 0.0 0.1 -1.36
H -0.372 1.328 3.543 0.0 0.1 0.0 0.31
H 4.022 0.601 0.222 0.1 0.1 0.0 -0.27
H 2.940 -1.509 3.041 0.0 0.0 0.0 0.61
C 1.557 -2.382 5.131 -0.1 -0.1 0.0 -1.11
C 1.241 -3.202 4.066 0.0 0.1 0.1 -0.50
H 0.337 -3.890 -1.626 -0.1 0.0 0.0 0.74
C 2.502 1.346 3.148 -0.3 -0.2 0.1 -2.35
C -0.018 2.326 -1.761 0.4 1.1 -0.3 -0.97
C 2.857 3.586 0.991 -0.1 0.0 0.0 -1.93
H 4.259 -0.733 2.181 0.1 0.1 0.0 0.40
H 5.498 -0.367 0.291 0.0 0.0 0.1 0.51
C 2.292 -0.405 1.336 0.4 1.0 0.9 0.55
C -1.065 3.263 -1.795 0.1 -0.2 0.1 1.83
H 1.823 5.861 1.764 0.1 0.1 0.0 0.49
H 2.567 4.398 -2.462 0.1 0.0 0.0 0.48
O -2.692 -2.023 2.693 0.0 0.1 -0.8 -0.74
H -2.862 2.692 -2.760 -0.1 -0.1 0.0 0.41
C 2.806 -3.343 -2.331 0.2 0.0 0.0 -0.76
H 3.494 -2.171 1.495 0.0 0.0 0.1 0.21
C 4.167 -3.125 -2.427 -0.1 0.0 0.0 -1.02
C -0.762 4.604 -1.976 0.0 0.0 0.0 -0.59
C 1.444 3.796 1.455 -0.2 -0.3 -0.1 1.23
H -0.594 -3.343 1.220 0.1 -0.1 -0.1 -0.17
H 3.064 4.299 0.194 0.1 0.0 0.0 0.59
C 2.006 -2.559 -1.515 -0.1 0.1 0.3 0.28
C -0.871 3.107 1.697 0.4 -0.1 0.0 0.33
C -0.235 5.399 2.119 0.0 0.0 -0.1 -1.13
O -1.087 0.579 -3.608 -0.3 -0.5 0.7 -0.73
Ti -0.079 0.031 0.239 5.3 1.3 3.4 -2.89
C -2.509 2.857 -1.740 0.1 -0.1 0.0 -1.64
H 4.787 -3.755 -3.046 0.0 -0.1 -0.1 0.39
H -3.181 -1.174 -3.378 0.0 0.0 0.0 0.63
H 2.212 1.189 -3.134 0.1 -0.1 0.0 0.43
C -3.681 -1.985 -0.110 -0.2 0.0 -0.3 -0.80
H 3.009 2.588 0.595 0.1 -0.1 -0.1 -0.17
H 5.765 -1.830 -1.848 0.1 0.0 0.0 0.49
C 0.107 -3.746 1.945 -0.1 0.1 0.0 -1.77
N 0.831 1.430 1.290 -0.3 0.6 -1.2 1.57
C 2.573 -1.527 -0.737 0.6 -0.3 -0.6 0.03
C 0.435 -2.757 3.026 0.0 0.2 -0.1 1.50
H 3.556 1.557 2.968 0.1 0.0 -0.1 0.35
C 0.533 -2.825 -1.511 0.0 0.1 0.1 -0.47
C 3.951 -1.248 -0.915 -0.2 0.0 -0.1 1.68
N 1.787 -0.761 0.132 -1.0 0.0 -0.5 1.43
C 1.290 2.745 -2.031 -0.1 -0.3 0.0 0.71
N -1.610 -0.846 -0.435 -4.8 -2.1 -2.3 1.21
H 0.753 6.068 -2.333 0.0 0.2 0.0 0.41
H -0.360 -4.620 2.398 0.0 -0.1 0.0 0.56
C -0.537 0.661 4.384 0.1 -0.1 -0.1 -1.57
N -0.790 -0.971 1.914 -0.7 -0.4 -0.4 1.53
C -3.016 -1.285 -2.315 0.0 -0.1 0.0 -1.10
C 4.713 -2.059 -1.743 0.0 -0.1 0.1 -0.81
C 1.556 4.089 -2.233 -0.1 0.0 0.0 -0.42
C 0.539 5.023 -2.175 0.0 0.0 -0.1 -1.09
H 2.293 0.980 -1.390 0.2 0.0 -0.1 -0.20
H 2.444 0.607 3.946 0.1 0.0 0.1 0.70
H 1.012 -4.073 1.433 0.0 0.0 -0.1 0.38
H 2.016 2.261 3.476 0.0 0.0 0.1 0.30
C 0.486 2.762 1.495 -0.2 1.2 0.3 0.15
H -3.110 3.651 -1.302 -0.1 0.0 0.1 0.51
H 3.352 2.169 -2.199 0.1 0.0 0.0 0.52
```
Forces are in eV/Å.



no.,maximum force (hartree/bohr)
1,0.1555
2,0.1252